<1>
The ion C3H7FNO with charge +1, computed with wB97M-V/def2-TZVPD.

Computed properties:
**Charge**: +1
**HOMO**: -17.38 eV
**Structure (SMILES)**: C[N+](C)(F)C=O
**HOMO-LUMO gap**: 11.26 eV

Positions of all 13 atoms, in Å:
C (0.878, 0.276, -0.925)
N (-0.094, -0.293, -0.028)
C (0.183, 0.141, 1.311)
F (0.231, -1.807, 0.031)
C (-1.543, -0.193, -0.489)
O (-2.193, 0.618, 0.056)
H (1.188, -0.401, -1.776)
H (0.554, 1.136, -1.625)
H (1.850, 0.589, -0.383)
H (1.134, -0.141, 1.492)
H (0.064, 1.180, 1.465)
H (-0.626, -0.071, 2.039)
H (-1.626, -1.033, -1.168)

Löwdin population analysis, charges in e, atoms 1 to 6: C 0.005; N -0.188; C 0.023; F 0.034; C -0.103; O 0.235


<2>
The ion C3H7FNO with charge +1, computed with wB97M-V/def2-TZVPD.

Computed properties:
**Charge**: +1
**HOMO (spin up / spin down)**: -13.35 / -13.35 eV
**HOMO-LUMO gap (spin up / spin down)**: 9.18 / 9.18 eV

Positions of all 13 atoms, in Å:
C (-0.585, 1.062, 0.157)
C (-0.001, -1.115, -0.520)
C (1.594, 0.185, 0.532)
N (-1.154, -0.128, -0.121)
O (1.007, -1.084, 0.538)
F (2.158, 0.553, -0.570)
H (-0.728, 1.378, 1.270)
H (-0.473, 1.864, -0.576)
H (-0.381, -2.181, -0.617)
H (0.355, -0.704, -1.496)
H (1.804, 0.734, 1.537)
H (-1.654, -0.563, 0.709)
H (-1.942, -0.001, -0.841)

Löwdin population analysis, charges in e, atoms 1 to 6: C -0.082; C -0.057; C -0.134; N -0.032; O -0.022; F 0.132


It is <2> that is most stable; the runner-up trails by 0.255 eV.


<1>
An isolated molecule of C5H6N2OS, computed with wB97M-V/def2-TZVPD.

Computed properties:
**Charge**: 0
**HOMO**: -9.26 eV
**Structure (SMILES)**: N#CN=[S@]1(=O)C=CCC1
**HOMO-LUMO gap**: 9.19 eV

Positions of all 15 atoms, in Å:
N (4.284, -1.768, 0.222)
C (3.916, -0.677, 0.177)
N (3.507, 0.530, 0.177)
S (1.942, 0.855, -0.183)
O (1.752, 2.206, -0.521)
C (1.019, 0.567, 1.399)
C (-0.265, 0.206, 1.115)
C (-0.637, -0.108, -0.330)
C (0.585, -0.071, -1.235)
H (1.354, 0.711, 2.468)
H (-1.021, 0.187, 1.894)
H (-1.014, -1.113, -0.339)
H (-1.429, 0.556, -0.593)
H (1.122, -1.026, -1.344)
H (0.600, 0.292, -2.229)

Löwdin population analysis, charges in e, atoms 1 to 6: N 0.102; C -0.543; N -0.139; S 0.859; O -0.329; C -0.119


<2>
A structure of composition C5H6N2OS, computed with wB97M-V/def2-TZVPD.

Computed properties:
**Charge**: 0
**HOMO**: -9.58 eV
**HOMO-LUMO gap**: 9.15 eV

Positions of all 15 atoms, in Å:
C (2.944, 0.472, -0.412)
C (1.735, 1.127, -0.619)
C (1.415, -0.830, 0.462)
C (-0.532, 0.619, -0.181)
C (-2.870, -0.758, 0.382)
N (2.659, -0.688, 0.418)
N (0.746, 0.291, -0.146)
O (-1.474, -0.845, 0.184)
S (-1.291, 1.911, -0.535)
H (3.914, 0.878, -0.495)
H (1.502, 1.939, -1.328)
H (0.900, -1.672, 0.952)
H (-3.095, -0.613, 1.427)
H (-3.273, -1.758, 0.152)
H (-3.279, -0.072, -0.261)

Löwdin population analysis, charges in e, atoms 1 to 6: C -0.051; C -0.074; C -0.131; C -0.702; C -0.170; N 0.068


<3>
A cluster of 2 separate species, C5H6N2OS in total, computed with wB97M-V/def2-TZVPD.

Computed properties:
**Charge**: 0
**HOMO**: -8.49 eV
**Structure (SMILES)**: C/C(O)=C\C#N.C#[N+][S-]
**HOMO-LUMO gap**: 8.91 eV

Positions of all 15 atoms, in Å:
C (0.829, 0.926, 1.027)
C (0.947, 0.661, -0.495)
O (1.252, 1.711, -1.213)
C (0.873, -0.549, -1.137)
C (0.560, -1.767, -0.610)
N (0.297, -2.641, 0.085)
H (-0.308, 0.598, 1.383)
H (0.941, 2.037, 1.247)
H (1.499, 0.254, 1.583)
H (1.514, 2.382, -0.659)
H (0.997, -0.499, -2.253)
C (-2.232, -1.480, 0.433)
N (-2.579, -0.414, 0.059)
S (-2.969, 1.039, -0.188)
H (-1.620, -2.259, 0.737)

Löwdin population analysis, charges in e, atoms 1 to 6: C -0.003; C -0.370; O 0.114; C -0.075; C -0.272; N 0.144


It is <2> that is most stable; the runner-up trails by 0.792 eV.


<1>
A structure of composition C3H4N2O3, computed with wB97M-V/def2-TZVPD.

Computed properties:
**Charge**: 0
**HOMO**: -7.97 eV
**HOMO-LUMO gap**: 8.04 eV

Positions of all 12 atoms, in Å:
C (-0.183, -0.334, -0.856)
C (0.385, 0.769, -0.348)
C (-0.074, -0.764, 1.279)
H (-0.946, -1.622, -1.976)
H (-0.170, -0.352, -2.901)
H (0.882, 1.599, -0.783)
H (0.313, 2.214, 2.192)
N (-0.685, -0.635, -2.051)
N (0.470, 0.350, 0.998)
O (1.013, 1.189, 2.092)
O (-0.459, -1.250, 2.316)
O (-0.546, -1.163, 0.037)

Löwdin population analysis, charges in e, atoms 1 to 6: C -0.499; C 0.042; C -0.531; H 0.123; H 0.131; H 0.112


<2>
A structure of composition C3H4N2O3, computed with wB97M-V/def2-TZVPD.

Computed properties:
**Charge**: 0
**HOMO**: -10.38 eV
**HOMO-LUMO gap**: 9.58 eV

Positions of all 12 atoms, in Å:
C (-1.611, -0.032, 0.375)
C (-0.201, 0.035, -0.122)
C (1.833, 0.095, -0.223)
H (-3.476, -0.578, -0.981)
H (-1.928, -1.166, 0.612)
H (-1.537, 0.745, 1.256)
H (3.586, -1.035, 0.591)
N (0.752, -0.866, -0.322)
N (1.587, 1.300, -0.258)
O (-2.470, 0.261, -0.590)
O (3.256, -0.111, -0.266)
O (0.209, 1.354, -0.073)

Löwdin population analysis, charges in e, atoms 1 to 6: C -0.313; C -0.308; C -0.472; H 0.333; H 0.165; H 0.161


It is <1> that is most stable; the runner-up trails by 2.912 eV.


<1>
An isolated molecule of C10H18O2Si, computed with wB97M-V/def2-TZVPD.

Computed properties:
**Charge**: 0
**HOMO**: -8.20 eV
**Structure (SMILES)**: CCOC=C=C(C)C(=O)[Si](C)(C)C
**HOMO-LUMO gap**: 8.71 eV

Positions of all 31 atoms, in Å:
C (3.895, 0.589, -1.633)
C (3.360, 0.866, -0.241)
O (2.070, 0.454, -0.248)
C (1.110, 1.284, -0.682)
C (-0.015, 0.703, -0.991)
C (-1.173, 0.184, -1.372)
C (-1.249, -0.116, -2.829)
C (-2.284, -0.349, -0.498)
O (-3.344, -0.650, -0.941)
Si (-1.610, -0.611, 1.340)
C (-3.254, -1.069, 2.196)
C (-0.990, 1.025, 1.938)
C (-0.163, -1.925, 1.453)
H (3.080, 0.818, -2.281)
H (4.850, 1.083, -2.010)
H (4.015, -0.485, -1.638)
H (3.489, 1.863, 0.160)
H (3.802, 0.134, 0.501)
H (1.124, 2.430, -0.776)
H (-1.943, 0.542, -3.144)
H (-0.411, 0.155, -3.418)
H (-1.507, -1.138, -3.070)
H (-3.005, -1.942, 2.883)
H (-3.782, -0.488, 3.107)
H (-3.964, -1.357, 1.517)
H (-0.188, 1.562, 1.304)
H (-1.766, 1.771, 2.077)
H (-0.560, 0.977, 2.879)
H (-0.512, -2.899, 1.896)
H (0.327, -2.002, 0.461)
H (0.597, -1.411, 2.061)

Löwdin population analysis, charges in e, atoms 1 to 6: C -0.058; C -0.301; O -0.114; C -0.186; C 0.013; C -0.228


<2>
A cluster of 2 separate species, C10H18O2Si in total, computed with wB97M-V/def2-TZVPD.

Computed properties:
**Charge**: 0
**HOMO**: -8.28 eV
**Structure (SMILES)**: C[SiH2]C1=CCCCO1.OC=C1CC1
**HOMO-LUMO gap**: 9.12 eV

Positions of all 31 atoms, in Å:
C (2.189, -2.482, 0.117)
Si (0.626, -1.800, 1.016)
C (-0.607, -0.595, 0.218)
C (-0.711, -0.584, -1.142)
C (-1.942, -0.070, -1.806)
C (-3.038, -0.050, -0.737)
C (-2.461, 0.778, 0.421)
O (-1.476, 0.076, 1.070)
H (2.477, -3.306, 0.543)
H (1.740, -2.670, -0.961)
H (3.094, -1.786, -0.055)
H (-0.128, -3.224, 1.124)
H (1.066, -1.367, 2.272)
H (-0.022, -1.301, -1.783)
H (-2.330, -0.764, -2.583)
H (-1.953, 0.971, -2.187)
H (-4.063, 0.253, -0.961)
H (-3.151, -1.032, -0.442)
H (-2.076, 1.747, 0.204)
H (-3.174, 1.025, 1.315)
O (2.089, 0.594, 2.464)
C (1.115, 1.355, 1.749)
C (1.247, 1.384, 0.439)
C (1.944, 1.175, -0.826)
C (0.998, 2.231, -0.791)
H (2.001, 0.621, 3.426)
H (0.383, 1.896, 2.273)
H (1.678, 0.287, -1.455)
H (3.068, 1.329, -0.836)
H (1.417, 3.184, -0.725)
H (-0.002, 2.124, -1.361)

Löwdin population analysis, charges in e, atoms 1 to 6: C -0.238; Si 0.723; C -0.399; C -0.140; C -0.204; C -0.162


It is <1> that is most stable; the runner-up trails by 1.857 eV.